Entry 1:
A molecular structure, C24H58AsF6NO14P2S3, computed with the ωB97M-V functional and the def2-TZVPD basis.

Its spin multiplicity is 2. The gap between HOMO and LUMO (spin up / spin down) is 8.98 / 2.53 eV. The energy comes out at -184204.8987 eV. As for the charge: +1. For the molar mass, the calculation gives 931.8 g mol⁻¹. The expectation value of S² is 0.7585.

Positions of all 109 atoms, in Å:
N 25.721207 -8.617843 13.831497
H 25.548469 -7.847308 13.201789
H 26.713623 -8.526318 13.995312
H 25.559365 -9.567608 13.528425
H 25.270901 -8.408304 14.710949
As 23.846576 -9.634190 10.725247
F 24.347885 -10.592340 12.144151
F 25.576982 -9.552943 10.295584
F 23.405677 -8.625927 9.225179
F 22.117402 -9.725254 11.170625
F 24.167689 -8.063518 11.646114
F 23.519897 -11.109971 9.830133
C 20.527451 -11.048446 15.052029
C 20.258498 -10.338253 16.434581
C 21.151941 -9.226395 16.618916
S 22.625080 -9.632195 15.662193
O 23.414341 -10.635951 16.345776
O 23.251625 -8.425879 15.226328
C 21.775306 -10.318678 14.275363
H 19.640169 -10.881946 14.441194
H 20.545090 -12.111453 15.292458
H 20.376464 -11.197435 17.094886
H 19.190647 -10.194525 16.269855
H 21.460834 -8.999949 17.639408
H 20.658348 -8.333219 16.235892
H 22.469914 -10.954554 13.726479
H 21.584054 -9.475888 13.611118
C 25.860588 -4.879881 10.102292
C 26.252546 -5.792258 8.917983
C 27.228968 -6.877577 9.444715
S 27.920509 -6.283931 11.002976
O 29.324416 -6.198403 10.837719
O 27.322912 -6.918842 12.128434
C 27.294416 -4.669720 10.900303
H 25.138867 -5.397388 10.734277
H 25.582030 -3.931370 9.643122
H 26.762568 -5.183519 8.171380
H 25.297137 -6.156024 8.539870
H 28.147629 -6.700915 8.885296
H 26.856057 -7.901747 9.434267
H 28.076793 -4.211031 10.295668
H 27.284476 -4.117461 11.839988
C 22.758130 -14.514076 6.603660
C 22.846465 -14.144057 8.065359
C 21.985875 -15.049815 8.997805
S 22.395066 -16.713964 8.205545
O 21.141930 -17.495960 8.257774
O 23.682777 -17.144617 8.782543
C 22.696649 -16.019918 6.494520
H 23.598122 -14.228541 5.970420
H 21.836093 -14.222166 6.100935
H 22.649290 -13.080767 8.201833
H 23.918286 -14.156735 8.263171
H 20.898327 -15.053133 8.924873
H 22.168376 -15.143070 10.068367
H 21.887477 -16.353636 5.844932
H 23.533870 -16.679290 6.265636
C 26.339941 -12.350336 8.191879
C 27.815940 -12.145122 8.473039
O 28.591687 -13.399440 8.477555
P 28.412997 -14.480308 7.221782
O 28.336874 -13.971297 5.862926
O 29.737078 -15.428897 7.414287
C 30.169106 -16.067107 8.615527
C 31.691837 -15.676394 8.804237
O 27.126292 -15.405983 7.616363
C 26.733368 -15.776341 8.884832
C 26.656705 -17.288825 9.091070
H 25.906797 -11.351220 8.144452
H 26.052871 -12.910063 7.301716
H 26.025944 -12.860755 9.102369
H 28.222662 -11.440587 7.747563
H 28.006977 -11.752724 9.471850
H 29.656212 -15.853398 9.553275
H 30.120226 -17.154149 8.551787
H 32.073542 -16.114339 9.726526
H 32.395155 -15.860055 7.992015
H 31.655485 -14.597325 8.953886
H 27.527780 -15.381532 9.518194
H 25.874747 -15.192251 9.216057
H 26.531825 -17.742289 10.074370
H 26.012784 -17.846613 8.411122
H 27.516171 -17.755381 8.609678
C 21.596263 -6.611504 11.094280
C 20.198176 -6.123641 11.479897
O 20.078825 -6.276690 12.838919
P 18.726937 -6.124674 13.691111
O 18.753299 -6.413134 15.156401
O 18.216744 -4.633073 13.183763
C 18.856401 -3.464432 13.327937
C 18.527757 -3.025778 14.648175
O 17.604041 -7.137210 12.963291
C 17.917670 -8.433672 12.788398
C 17.139365 -9.268160 13.850958
H 21.715180 -7.030885 10.095242
H 22.425424 -5.904964 11.131664
H 21.962791 -7.407414 11.742579
H 20.127987 -5.090907 11.138363
H 19.441382 -6.789360 11.064955
H 19.843709 -3.510057 12.868327
H 18.386259 -2.848027 12.561703
H 18.538792 -1.939917 14.742367
H 17.548278 -3.304573 15.036766
H 19.251077 -3.426193 15.358516
H 17.543767 -8.763267 11.819035
H 18.978216 -8.680176 12.737561
H 16.105374 -9.077153 13.563753
H 17.240594 -10.322073 13.591888
H 17.369850 -8.889181 14.846624

Forces on the atoms, in the same order (eV/Å):
1.6 0.7 1.1
-0.7 -0.2 -1.1
0.7 -0.1 0.1
-0.8 -0.1 -0.7
-0.9 -0.2 0.4
-0.4 1.8 -1.3
-0.5 0.7 -0.5
-1.4 -0.4 0.0
0.8 -1.5 2.3
1.7 0.5 0.1
-0.7 -1.9 -0.9
0.8 0.5 0.2
0.5 1.4 -1.5
-1.5 -3.8 -1.5
0.8 1.8 0.6
-0.9 -0.7 0.3
-0.3 0.3 -0.2
1.4 1.4 -0.2
-0.8 -1.6 1.4
0.2 -0.1 -0.2
0.9 0.0 -0.8
0.0 0.7 0.8
0.1 1.0 1.2
0.1 -0.2 0.0
0.6 0.3 -0.4
-0.1 -0.3 0.3
-0.7 -0.1 0.2
3.1 0.5 0.2
-0.4 0.0 1.1
0.3 1.0 -0.7
-1.3 0.6 -1.1
1.7 -0.5 0.4
-0.6 -1.4 1.7
-2.0 0.6 -1.2
-0.1 0.5 0.1
-0.6 0.0 0.7
-0.2 -0.1 -0.1
0.4 -0.4 -0.4
-0.1 -1.0 -0.5
0.2 0.2 0.3
-0.5 0.4 -0.4
-0.2 -0.5 0.1
-0.9 -1.0 -0.4
0.7 0.7 0.2
0.1 0.8 -0.5
0.0 -1.8 1.3
2.0 1.0 -0.1
-2.4 0.7 -1.1
-0.3 -1.8 -0.6
0.2 0.5 0.4
0.1 0.6 0.3
-0.6 0.1 0.4
0.0 -0.5 0.8
0.0 0.3 -0.6
0.8 0.2 -0.1
-0.2 -0.2 0.3
0.6 0.6 -0.2
0.3 0.2 1.2
0.6 -0.5 -0.9
-0.7 -1.1 -1.8
1.6 -0.6 2.0
-0.4 0.1 0.2
-2.1 1.0 0.2
2.7 -0.5 0.3
-1.5 0.6 0.5
0.4 0.7 -2.4
1.0 -0.1 2.5
0.4 -1.0 -1.7
-0.3 -0.1 0.1
0.5 0.0 -0.1
-0.9 0.0 -0.2
0.4 -0.3 -0.1
-0.3 0.1 -0.1
-0.3 0.7 -0.3
-0.3 -0.1 -0.7
0.0 -0.1 0.0
-0.5 -0.4 -0.2
0.3 0.1 0.0
-0.1 -0.3 0.7
-0.6 -0.3 -0.3
0.0 0.7 0.1
-1.2 0.6 0.1
1.1 0.4 0.7
0.9 -0.6 -0.2
1.1 -0.7 -2.1
-0.5 -0.1 3.8
-1.8 0.6 -0.5
0.8 0.5 -2.2
-1.7 -7.1 -0.6
0.0 1.8 -2.9
1.0 2.3 3.4
1.4 5.1 0.6
-0.3 -3.7 0.2
0.1 0.6 -1.8
-0.7 0.1 -0.2
-0.4 0.7 0.3
-0.6 0.0 0.2
-0.7 0.0 0.2
-0.1 0.4 -0.7
0.8 0.0 1.2
-0.4 0.5 0.1
0.3 0.1 0.1
0.0 -0.3 -0.7
0.0 0.1 0.3
-0.1 0.1 -0.3
0.4 0.3 0.4
-0.2 0.2 0.6
0.5 -0.2 0.8
-0.1 -0.6 0.1

Löwdin atomic charge list, values in e, 6 entries: 0.31, 0.09, 0.13, 0.11, 0.10, 0.95

Entry 2:
C4H7NO in the gas phase, computed with the ωB97M-V functional and the def2-TZVPD basis.

The gap between HOMO and LUMO is 10.75 eV. As for the SMILES: C[C@H]1CN1C=O. The energy comes out at -7797.6158 eV. As for the charge: 0. For the molar mass, the calculation gives 85.1 g mol⁻¹.

Positions of all 13 atoms, in Å:
C 1.045875 1.206093 0.975114
C -0.012951 0.182407 0.579525
C -0.676498 0.434595 -0.740693
N 0.161666 -0.717597 -0.558412
C -0.457916 -1.940222 -0.787845
O -1.189576 -2.111799 -1.737039
H 2.082138 0.869230 0.906540
H 0.858522 1.558358 1.995400
H 0.928367 2.077891 0.324976
H -0.557726 -0.251637 1.421662
H -1.741031 0.276163 -0.884302
H -0.232788 1.172042 -1.405476
H -0.208082 -2.755525 -0.089449

Forces on the atoms, in the same order (eV/Å):
0.1 0.0 0.0
-0.1 0.1 0.1
-0.2 0.2 -0.2
0.1 -0.1 -0.3
-0.1 0.0 -0.2
0.2 -0.1 0.5
-0.2 -0.2 0.0
0.1 -0.2 -0.1
0.2 -0.1 0.1
-0.3 0.3 -0.4
0.1 -0.2 0.0
-0.2 0.2 0.3
0.2 0.1 0.0

natural (NBO) atomic charge list, values in e, 6 entries: -0.63, -0.06, -0.23, -0.45, 0.53, -0.56

Entry 3:
CH5NP2 in the gas phase, computed with the ωB97M-V functional and the def2-TZVPD basis.

The gap between HOMO and LUMO is 8.49 eV. As for the SMILES: [H]/P=N/PC. The energy comes out at -21183.7784 eV. As for the charge: 0. For the molar mass, the calculation gives 93.0 g mol⁻¹.

Positions of all 9 atoms, in Å:
C 1.080778 -0.119130 -0.298950
N -1.659165 0.221811 0.174023
P -3.160927 -0.016089 -0.107093
P -0.347533 -1.270215 -0.037693
H 0.680066 0.851666 -0.576778
H 1.706844 -0.494341 -1.105559
H 1.682029 -0.020966 0.602494
H -3.552915 1.336584 0.172941
H -0.254316 -1.336729 1.356356

Forces on the atoms, in the same order (eV/Å):
0.0 -0.4 0.0
2.9 -1.9 -0.2
-0.7 -0.1 -0.1
-1.9 2.4 0.1
0.0 0.1 0.0
0.0 0.0 0.0
0.0 0.1 0.0
-0.3 -0.1 0.0
0.1 -0.2 0.3

natural (NBO) atomic charge list, values in e, 6 entries: -0.94, -1.11, 0.80, 0.69, 0.26, 0.23

- Which of these has the lowest energy?
  C24H58AsF6NO14P2S3

- Among the records above, which one has the highest charge?
  C24H58AsF6NO14P2S3

- What is the formula in the third record?
  CH5NP2